DFT (ωB97M-V/def2-TZVPD) results for 2 unconnected molecules or ions with the total composition C4H8O3.

As for the HOMO energy: -9.21 eV. The value obtained for the total energy is -382.7942 Eh. For the orbital gap, the calculation gives 9.265 eV.

The geometry in ORCA input format:
```
! RIJCOSX wB97M-V def2-TZVPD def2/J DEFGRID3
* xyz 0 1
C 2.441 0.371 -0.063
C 0.367 1.642 -0.661
O -0.354 0.517 -0.846
C -0.888 -0.072 0.280
O -0.371 -0.015 1.361
C -2.145 -0.844 -0.020
O -2.527 -1.610 1.080
H 2.659 -0.118 0.886
H 2.055 -0.360 -0.780
H 3.311 0.883 -0.475
H 0.909 1.731 -1.628
H 1.676 1.139 0.214
H -2.913 -0.105 -0.303
H -1.967 -1.481 -0.896
H -1.991 -1.306 1.829
*
```

Atom charges from the Löwdin analysis, given in e for atoms 1 to 8: -0.035 0.077 -0.080 -0.441 0.151 -0.171 -0.030 0.046



DFT (ωB97M-V/def2-TZVPD) results for a molecular structure, C43H54N2OReS3Sb2 in a non-equilibrium geometry.

As for the HOMO energy (alpha / beta): -12.49 / -12.51 eV. The value obtained for the total energy is -3608.5749 Eh. For the orbital gap (alpha / beta), the calculation gives 5.367 / 5.836 eV.

The geometry in ORCA input format:
```
! RIJCOSX wB97M-V def2-TZVPD def2/J DEFGRID3
* xyz 2 2
Re 0.002 0.096 0.018
C 1.818 -0.522 -2.813
C 0.363 -0.823 -2.946
C -0.111 -1.149 -4.232
C -1.411 -1.502 -4.430
C -2.271 -1.585 -3.318
C -3.608 -2.035 -3.428
C -4.393 -2.170 -2.317
C -3.866 -1.856 -1.054
C -2.580 -1.381 -0.932
S -1.874 -0.986 0.613
C -1.752 -1.241 -2.059
N -0.446 -0.814 -1.878
H 2.365 -1.043 -3.598
H 2.205 -0.841 -1.850
H 2.005 0.548 -2.935
H 0.589 -1.117 -5.055
H -1.781 -1.748 -5.419
H -3.990 -2.286 -4.410
H -5.411 -2.526 -2.402
H -4.472 -1.983 -0.165
C 2.506 -4.705 -2.318
Sb 1.268 -3.727 -0.872
C -0.581 -4.446 -1.686
C 1.391 -5.243 0.652
C 2.565 -5.052 1.562
C 3.712 -5.819 1.359
C 4.820 -5.703 2.183
C 4.798 -4.808 3.240
C 3.670 -4.032 3.449
C 2.553 -4.129 2.620
C 1.332 -3.337 2.981
Sb 0.996 -1.289 2.360
C 2.520 -0.284 3.444
C -0.615 -1.127 3.762
H 2.355 -5.783 -2.255
H 3.557 -4.474 -2.154
H 2.218 -4.367 -3.315
H -0.549 -5.535 -1.725
H -0.719 -4.064 -2.699
H -1.426 -4.135 -1.071
H 1.457 -6.193 0.121
H 0.435 -5.228 1.178
H 3.721 -6.543 0.551
H 5.687 -6.328 2.013
H 5.644 -4.728 3.910
H 3.640 -3.355 4.297
H 1.307 -3.178 4.062
H 0.403 -3.842 2.713
H 2.231 -0.264 4.494
H 2.644 0.729 3.063
H 3.464 -0.816 3.337
H -0.257 -0.637 4.666
H -0.931 -2.140 4.011
H -1.474 -0.583 3.379
C 5.232 -2.734 -0.112
C 5.953 -1.532 0.512
C 7.411 -1.553 0.044
C 5.931 -1.659 2.039
C 5.242 -0.235 0.125
C 5.978 0.907 -0.234
C 5.371 2.083 -0.618
C 3.985 2.117 -0.655
S 2.966 3.395 -1.229
C 1.602 2.400 -0.972
N 1.842 1.215 -0.455
C 3.220 1.013 -0.274
C 3.854 -0.162 0.128
C 0.240 2.743 -1.346
C -0.098 3.890 -2.060
C -1.415 4.088 -2.437
C -2.378 3.145 -2.095
C -2.034 2.005 -1.376
C -0.712 1.779 -0.992
H 5.781 -3.650 0.107
H 5.161 -2.627 -1.198
H 4.226 -2.866 0.296
H 7.844 -2.528 0.269
H 8.021 -0.808 0.556
H 7.496 -1.392 -1.033
H 6.472 -2.553 2.352
H 4.906 -1.755 2.404
H 6.396 -0.791 2.514
H 7.057 0.868 -0.232
H 5.962 2.941 -0.911
H 3.254 -1.030 0.377
H 0.658 4.619 -2.331
H -1.693 4.971 -2.997
H -3.408 3.298 -2.394
H -2.810 1.287 -1.134
C -0.349 3.900 4.730
C 0.318 3.272 3.511
S -0.732 2.011 2.802
O 0.154 1.481 1.644
C -2.082 2.992 2.140
C -1.727 4.332 1.529
H 0.314 4.656 5.147
H -0.548 3.160 5.505
H -1.286 4.394 4.473
H 1.228 2.731 3.771
H 0.555 3.995 2.729
H -2.768 3.086 2.985
H -2.549 2.309 1.427
H -1.457 5.063 2.292
H -2.597 4.717 1.000
H -0.914 4.246 0.812
*
```

Atom charges from the Löwdin analysis, given in e for atoms 1 to 8: 1.052 -0.023 -0.285 0.016 0.045 -0.150 0.015 -0.030



DFT (ωB97M-V/def2-TZVPD) results for 3 unconnected molecules or ions with the total composition C3H11NO2.

As for the HOMO energy: -8.44 eV. The value obtained for the total energy is -326.1112 Eh. For the orbital gap, the calculation gives 9.046 eV. As for the SMILES: C=C(C)N.O.O.

The geometry in ORCA input format:
```
! RIJCOSX wB97M-V def2-TZVPD def2/J DEFGRID3
* xyz 0 1
C -1.475 0.862 2.126
C -1.371 0.832 0.799
C -2.228 -0.086 -0.034
N -0.486 1.635 0.081
H -0.768 1.423 2.723
H -2.317 0.402 2.611
H -2.770 -0.749 0.627
H -2.840 0.474 -0.732
H -1.567 -0.719 -0.637
H -0.602 1.625 -0.917
H -0.335 2.532 0.509
O 1.275 -0.176 -2.136
H 1.575 0.465 -1.486
H 0.459 -0.576 -1.826
O 3.266 -2.461 -0.059
H 3.131 -1.561 -0.400
H 3.129 -2.972 -0.874
*
```

Atom charges from the Löwdin analysis, given in e for atoms 1 to 8: 0.013 -0.491 -0.052 0.076 0.051 0.048 0.075 0.080



DFT (ωB97M-V/def2-TZVPD) results for 2 unconnected molecules or ions with the total composition C3H5NS2 in a non-equilibrium geometry.

As for the HOMO energy: -8.79 eV. The value obtained for the total energy is -968.3770 Eh. For the orbital gap, the calculation gives 9.052 eV.

The geometry in ORCA input format:
```
! RIJCOSX wB97M-V def2-TZVPD def2/J DEFGRID3
* xyz 0 1
C 2.346 0.307 0.055
C -0.983 0.065 -0.505
C -1.237 -0.296 0.870
N 0.171 0.017 -1.067
S 2.304 -1.166 0.530
S 2.891 1.689 -0.260
H -1.903 0.210 -1.072
H -0.364 0.020 1.398
H -1.287 -1.317 0.868
H -2.113 0.072 1.282
H 0.174 0.399 -2.101
*
```

Atom charges from the Löwdin analysis, given in e for atoms 1 to 8: -1.468 -0.290 -0.082 0.005 0.699 0.729 0.106 0.063



DFT (ωB97M-V/def2-TZVPD) results for 2 unconnected molecules or ions with the total composition C2H8NO3PS in a non-equilibrium geometry.

As for the HOMO energy: -9.12 eV. The value obtained for the total energy is -1101.0564 Eh. For the orbital gap, the calculation gives 9.700 eV. As for the SMILES: O=P(O)(O)S.C=NC.

The geometry in ORCA input format:
```
! RIJCOSX wB97M-V def2-TZVPD def2/J DEFGRID3
* xyz 0 1
O -0.916 1.117 -0.153
P 0.475 1.556 -0.267
O 1.395 0.639 -1.194
O 0.681 3.088 -0.746
S 1.579 1.578 1.505
H 1.337 -0.139 -0.631
H 0.489 3.379 -1.617
H 0.622 1.773 2.409
C -0.628 -1.619 1.405
N -0.310 -1.061 0.318
C -0.704 -1.552 -0.997
H -1.286 -2.437 1.432
H -0.302 -1.418 2.419
H -1.049 -0.771 -1.569
H 0.137 -1.925 -1.444
H -1.521 -2.208 -0.869
*
```

Atom charges from the Löwdin analysis, given in e for atoms 1 to 8: -0.323 0.146 -0.173 -0.170 0.578 0.015 0.062 -0.168



DFT (ωB97M-V/def2-TZVPD) results for 2 unconnected molecules or ions with the total composition C2H8N2O2.

As for the HOMO energy: -8.70 eV. The value obtained for the total energy is -340.9118 Eh. For the orbital gap, the calculation gives 9.462 eV. As for the SMILES: [H]/N=C(\C)O.[NH3+][O-].

The geometry in ORCA input format:
```
! RIJCOSX wB97M-V def2-TZVPD def2/J DEFGRID3
* xyz 0 1
H -0.458 0.481 -0.268
N 0.179 0.367 0.532
C 1.341 0.028 0.183
C 1.845 -0.205 -1.210
O 2.286 -0.163 1.122
H 2.342 -1.171 -1.260
H 1.017 -0.174 -1.915
H 2.570 0.564 -1.467
H 1.910 0.014 1.995
N -2.627 0.044 0.516
O -2.324 0.195 -0.810
H -1.733 0.101 1.067
H -3.079 -0.873 0.682
H -3.268 0.793 0.834
*
```

Atom charges from the Löwdin analysis, given in e for atoms 1 to 8: 0.026 0.117 -0.540 -0.002 0.051 0.084 0.084 0.085



DFT (ωB97M-V/def2-TZVPD) results for C2H3N3O in the gas phase in a non-equilibrium geometry.

As for the HOMO energy (alpha / beta): -8.81 / -8.81 eV. The value obtained for the total energy is -317.3739 Eh. For the orbital gap (alpha / beta), the calculation gives 8.380 / 8.379 eV. As for the SMILES: Oc1nc[nH]n1.

The geometry in ORCA input format:
```
! RIJCOSX wB97M-V def2-TZVPD def2/J DEFGRID3
* xyz 0 1
O -0.378 -0.026 1.772
C -0.137 -0.933 0.633
N -1.073 -0.232 -0.120
C -0.340 0.476 -0.903
N 0.962 0.074 -0.804
N 1.127 -0.847 0.145
H -1.245 -0.254 2.111
H -0.653 1.326 -1.489
H 1.738 0.416 -1.344
*
```

Atom charges from the Löwdin analysis, given in e for atoms 1 to 8: -0.019 -0.338 0.078 -0.183 0.013 0.104 0.080 0.119



DFT (ωB97M-V/def2-TZVPD) results for 2 unconnected molecules or ions with the total composition C23H25BNO10 in a non-equilibrium geometry.

As for the HOMO energy: -5.05 eV. The value obtained for the total energy is -1723.5977 Eh. For the orbital gap, the calculation gives 5.746 eV.

The geometry in ORCA input format:
```
! RIJCOSX wB97M-V def2-TZVPD def2/J DEFGRID3
* xyz -1 1
C -1.539 -2.330 -0.442
C -0.987 -1.295 -1.415
O 0.119 -1.776 -2.137
C 1.330 -1.574 -1.406
C 2.435 -2.414 -2.016
O 3.238 -3.075 -1.082
N 2.433 -3.827 -0.194
B 2.136 -5.149 -0.666
O 1.169 -5.884 0.004
O 2.730 -5.731 -1.767
C 2.891 -3.672 1.194
C 4.413 -3.651 1.316
O 5.027 -2.355 1.251
C 5.480 -1.894 2.446
C 4.589 -0.990 3.234
O 6.599 -2.183 2.840
C 2.174 -2.423 1.782
O 2.344 -1.320 1.219
O 1.415 -2.681 2.760
H -0.888 -2.369 0.424
H -1.646 -3.301 -0.904
H -2.493 -1.973 -0.071
H -0.674 -0.440 -0.817
H -1.761 -0.964 -2.097
H 1.604 -0.521 -1.451
H 1.159 -1.807 -0.366
H 3.087 -1.769 -2.587
H 1.989 -3.099 -2.742
H 0.435 -5.317 0.242
H 2.063 -6.020 -2.387
H 2.547 -4.519 1.766
H 4.697 -4.104 2.260
H 4.882 -4.243 0.540
H 3.608 -1.408 3.420
H 4.479 -0.039 2.734
H 5.073 -0.801 4.181
C -5.183 6.684 -2.105
C -6.117 6.203 -1.193
C -5.769 5.199 -0.307
C -4.488 4.663 -0.333
C -3.557 5.132 -1.261
C -3.907 6.150 -2.139
C -2.187 4.543 -1.336
O -1.382 4.962 -2.142
C -1.848 3.434 -0.407
C -0.599 2.833 -0.493
C -0.263 1.807 0.374
C -1.170 1.378 1.337
C -2.420 1.969 1.425
C -2.768 2.992 0.552
C -4.125 3.593 0.642
O -4.925 3.228 1.479
H -5.454 7.475 -2.792
H -7.118 6.614 -1.175
H -6.489 4.824 0.407
H -3.178 6.517 -2.847
H 0.106 3.168 -1.240
H 0.708 1.330 0.307
H -0.897 0.578 2.013
H -3.130 1.636 2.169
*
```

Atom charges from the Löwdin analysis, given in e for atoms 1 to 8: -0.058 -0.279 -0.146 -0.182 -0.153 -0.064 0.060 -0.735



DFT (ωB97M-V/def2-TZVPD) results for C9H9ClSi in the gas phase in a non-equilibrium geometry.

As for the HOMO energy: -9.52 eV. The value obtained for the total energy is -1098.0151 Eh. For the orbital gap, the calculation gives 10.263 eV. As for the SMILES: C#C[Si@@](C)(Cl)c1ccccc1.

The geometry in ORCA input format:
```
! RIJCOSX wB97M-V def2-TZVPD def2/J DEFGRID3
* xyz 0 1
C -1.683 -1.627 -2.736
C -1.807 -0.845 -1.862
Si -1.467 0.380 -0.475
C -1.693 2.165 -1.098
Cl -2.823 -0.317 0.920
C 0.223 -0.121 0.334
C 0.376 -1.398 0.801
C 1.545 -1.697 1.423
C 2.499 -0.710 1.635
C 2.312 0.567 1.180
C 1.096 0.920 0.614
H -1.746 -2.390 -3.468
H -1.371 2.738 -0.126
H -1.145 2.482 -2.027
H -2.793 2.424 -1.237
H -0.428 -2.081 0.735
H 1.595 -2.757 1.712
H 3.377 -1.041 2.040
H 3.021 1.293 1.329
H 0.912 2.015 0.306
*
```

Atom charges from the Löwdin analysis, given in e for atoms 1 to 8: 0.027 -0.233 0.209 -0.217 0.335 -0.302 -0.135 -0.077



DFT (ωB97M-V/def2-TZVPD) results for a molecular structure, H2N2O3 in a non-equilibrium geometry.

As for the HOMO energy (alpha / beta): -9.09 / -9.28 eV. The value obtained for the total energy is -336.1348 Eh. For the orbital gap (alpha / beta), the calculation gives 8.699 / 8.606 eV.

The geometry in ORCA input format:
```
! RIJCOSX wB97M-V def2-TZVPD def2/J DEFGRID3
* xyz 0 1
N 0.508 -0.587 1.518
N 0.543 -0.675 0.308
O 0.574 0.336 2.246
O -0.692 1.227 -1.057
O 0.218 0.228 -1.223
H 0.408 -1.449 -0.360
H -1.559 0.920 -1.432
*
```

And the Löwdin charges, in e, turn out to be: -0.158 0.110 0.047 -0.085 -0.175 0.148 0.114



DFT (ωB97M-V/def2-TZVPD) results for a molecular structure, C9H9AsCl8IrSi in a non-equilibrium geometry.

As for the HOMO energy (alpha / beta): -15.26 / -15.29 eV. The value obtained for the total energy is -6658.9130 Eh. For the orbital gap (alpha / beta), the calculation gives 5.573 / 5.482 eV.

The geometry in ORCA input format:
```
! RIJCOSX wB97M-V def2-TZVPD def2/J DEFGRID3
* xyz 2 2
Ir 0.195 1.180 0.776
Cl -1.335 -1.236 1.757
C 0.363 -1.550 1.536
C 1.140 -0.481 1.082
C 2.522 -0.624 0.943
Cl 3.501 0.683 0.425
C 3.100 -1.862 1.231
Cl 4.778 -2.072 1.052
C 2.304 -2.925 1.683
Cl 3.019 -4.404 2.076
C 0.911 -2.773 1.836
Cl -0.068 -4.051 2.390
C -2.496 -0.277 -1.310
As -1.037 0.961 -1.319
C -1.746 2.589 -2.034
C 0.227 0.285 -2.591
H -2.884 -0.246 -2.330
H -3.266 0.029 -0.606
H -2.148 -1.277 -1.069
H -2.136 2.325 -3.018
H -0.960 3.331 -2.125
H -2.551 2.968 -1.407
H -0.317 0.175 -3.531
H 0.606 -0.682 -2.266
H 1.048 0.988 -2.711
Cl 1.122 2.865 -0.340
Si -0.944 1.753 2.724
Cl -2.766 2.517 2.601
Cl -0.183 1.808 4.541
*
```

Atom charges from the Löwdin analysis, given in e for atoms 1 to 8: 0.615 0.725 -0.681 -0.449 -0.688 0.739 -0.691 0.790



DFT (ωB97M-V/def2-TZVPD) results for 2 unconnected molecules or ions with the total composition C5H14NS in a non-equilibrium geometry.

As for the HOMO energy: -2.59 eV. The value obtained for the total energy is -651.8580 Eh. For the orbital gap, the calculation gives 6.693 eV.

The geometry in ORCA input format:
```
! RIJCOSX wB97M-V def2-TZVPD def2/J DEFGRID3
* xyz -1 1
C -1.646 -0.034 -2.068
C -1.116 -1.473 -2.237
C -0.264 -1.974 -1.045
S 1.086 -0.881 -0.562
H -2.306 0.027 -1.260
H -2.215 0.322 -3.026
H -0.796 0.650 -1.860
H -1.962 -2.130 -2.448
H -0.420 -1.448 -3.099
H 0.167 -2.979 -1.325
H -0.960 -2.072 -0.141
C 0.026 1.712 1.715
C 1.506 1.552 1.819
N 1.751 0.315 2.573
H -0.385 1.527 2.717
H -0.313 2.614 1.252
H -0.341 0.835 1.203
H 1.937 1.382 0.824
H 2.017 2.350 2.328
H 1.470 -0.443 1.915
H 2.764 0.148 2.724
*
```

Atom charges from the Löwdin analysis, given in e for atoms 1 to 8: -0.178 -0.383 -0.776 0.277 0.024 0.082 0.030 0.077



Copy entry 5 word for word.
DFT (ωB97M-V/def2-TZVPD) results for 2 unconnected molecules or ions with the total composition C2H8NO3PS in a non-equilibrium geometry.

As for the HOMO energy: -9.12 eV. The value obtained for the total energy is -1101.0564 Eh. For the orbital gap, the calculation gives 9.700 eV. As for the SMILES: O=P(O)(O)S.C=NC.

The geometry in ORCA input format:
```
! RIJCOSX wB97M-V def2-TZVPD def2/J DEFGRID3
* xyz 0 1
O -0.916 1.117 -0.153
P 0.475 1.556 -0.267
O 1.395 0.639 -1.194
O 0.681 3.088 -0.746
S 1.579 1.578 1.505
H 1.337 -0.139 -0.631
H 0.489 3.379 -1.617
H 0.622 1.773 2.409
C -0.628 -1.619 1.405
N -0.310 -1.061 0.318
C -0.704 -1.552 -0.997
H -1.286 -2.437 1.432
H -0.302 -1.418 2.419
H -1.049 -0.771 -1.569
H 0.137 -1.925 -1.444
H -1.521 -2.208 -0.869
*
```

Atom charges from the Löwdin analysis, given in e for atoms 1 to 8: -0.323 0.146 -0.173 -0.170 0.578 0.015 0.062 -0.168